# 1
Below is a 9-piece molecular cluster, C45H53IN13O2P2 overall in a non-equilibrium geometry, with properties calculated with the ωB97M-V functional and the def2-TZVPD basis.

Calculated values
Strongest force on any atom = 4.66 eV Å⁻¹
E_LUMO = -4.123 eV
Calculated total energy = -3588.885643 hartree

Geometry as ORCA input:
```
! RIJCOSX wB97M-V def2-TZVPD def2/J DEFGRID3
* xyz 1 1
C 1.755 1.160 3.023
C 1.713 1.048 1.642
N 0.690 1.605 0.735
C -0.436 0.702 0.574
N -0.392 -0.473 -0.028
N -1.685 1.150 1.177
P -3.046 1.312 0.061
N -4.352 1.859 0.803
O -2.551 2.385 -1.145
O -3.401 -0.165 -0.650
C -1.403 2.498 1.782
I -1.527 2.288 3.938
C 0.000 2.864 1.110
P 0.959 4.337 1.790
N 2.540 4.141 1.869
H 1.436 2.040 3.636
H 2.221 0.295 3.583
H 2.574 0.506 1.152
H 0.339 -0.702 -0.712
H -1.034 -1.241 0.206
H -4.606 2.759 0.369
H -3.314 2.943 -1.392
H -4.367 -0.154 -0.840
H -2.195 3.274 1.574
H -0.348 3.254 0.093
H 0.351 4.673 3.051
H 0.683 5.435 0.900
H 2.961 4.851 1.252
N -2.676 5.708 -3.418
C -2.511 6.448 -4.522
C -1.746 6.052 -5.608
C -1.111 4.821 -5.549
C -1.264 4.037 -4.415
C -2.053 4.523 -3.386
H -3.024 7.403 -4.520
H -1.650 6.690 -6.477
H -0.502 4.476 -6.377
H -0.783 3.071 -4.334
H -2.207 3.947 -2.483
N 0.569 0.856 7.301
C -0.748 0.612 7.343
C -1.297 -0.659 7.394
C -0.435 -1.745 7.399
C 0.932 -1.520 7.354
C 1.380 -0.210 7.308
H -1.382 1.494 7.335
H -2.370 -0.796 7.429
H -0.825 -2.756 7.437
H 1.635 -2.344 7.356
H 2.441 0.017 7.276
N -2.607 -5.211 -0.591
C -2.993 -3.931 -0.670
C -3.447 -3.332 -1.833
C -3.505 -4.099 -2.988
C -3.110 -5.427 -2.935
C -2.674 -5.932 -1.719
H -2.927 -3.371 0.258
H -3.747 -2.293 -1.835
H -3.853 -3.666 -3.919
H -3.141 -6.056 -3.816
H -2.358 -6.966 -1.626
N 1.102 -6.419 1.648
C 2.188 -5.845 2.184
C 2.444 -4.484 2.139
C 1.526 -3.666 1.499
C 0.394 -4.235 0.934
C 0.228 -5.607 1.037
H 2.878 -6.526 2.670
H 3.338 -4.075 2.592
H 1.691 -2.594 1.442
H -0.346 -3.629 0.426
H -0.642 -6.096 0.614
N -6.968 -1.798 -0.291
C -7.871 -0.835 -0.054
C -9.043 -0.682 -0.778
C -9.297 -1.572 -1.811
C -8.378 -2.576 -2.078
C -7.239 -2.646 -1.294
H -7.626 -0.162 0.761
H -9.738 0.112 -0.540
H -10.202 -1.485 -2.401
H -8.543 -3.288 -2.877
H -6.491 -3.416 -1.460
N 7.692 5.149 2.121
C 6.370 4.934 2.164
C 5.792 3.676 2.225
C 6.628 2.571 2.240
C 8.001 2.763 2.195
C 8.480 4.061 2.139
H 5.757 5.829 2.147
H 4.714 3.566 2.259
H 6.215 1.570 2.286
H 8.684 1.923 2.205
H 9.546 4.262 2.106
N 10.659 7.475 -2.234
C 9.774 6.779 -1.507
C 10.032 6.293 -0.236
C 11.279 6.535 0.318
C 12.215 7.250 -0.414
C 11.857 7.696 -1.676
H 8.814 6.613 -1.985
H 9.277 5.739 0.307
H 11.521 6.170 1.310
H 13.199 7.458 -0.014
H 12.552 8.263 -2.286
N -4.213 -7.531 -5.343
C -5.520 -7.829 -5.330
C -6.017 -9.119 -5.249
C -5.113 -10.167 -5.182
C -3.755 -9.888 -5.196
C -3.360 -8.563 -5.276
H -6.189 -6.976 -5.387
H -7.084 -9.299 -5.239
H -5.462 -11.191 -5.119
H -3.020 -10.680 -5.146
H -2.308 -8.294 -5.286
*
```

These are the Löwdin partial charges, in e, on atoms 1 to 5: number 1, C, carries 0.018; number 2, C, carries -0.156; number 3, N, carries -0.014; number 4, C, carries -0.256; number 5, N, carries 0.270

=====

# 2
Below is C45H54BaN7O4S3 as an isolated structure, with properties calculated with the ωB97M-V functional and the def2-TZVPD basis.

Calculated values
Strongest force on any atom = 0.33 eV Å⁻¹
E_LUMO = 1.737 eV
Calculated total energy = -3651.505317 hartree
Energy relative to the best compared isomer or geometry (same formula, charge and spin) = 0.244 eV

Geometry as ORCA input:
```
! RIJCOSX wB97M-V def2-TZVPD def2/J DEFGRID3
* xyz -1 1
Ba -0.412 0.806 0.635
N -2.440 -1.317 0.774
C -1.826 -2.606 1.080
C -0.409 -2.760 0.491
O 0.076 -3.897 0.405
O 0.185 -1.678 0.193
H -3.048 -0.994 1.515
H -2.975 -1.333 -0.084
H -2.428 -3.468 0.783
H -1.690 -2.664 2.164
S -3.379 2.098 0.106
C -3.588 2.089 -1.583
N -4.000 3.096 -2.275
N -4.052 2.832 -3.683
C -5.224 2.313 -4.217
C -5.445 2.419 -5.597
C -6.568 1.858 -6.178
C -7.501 1.177 -5.407
C -7.286 1.074 -4.040
C -6.167 1.631 -3.440
N -3.381 0.853 -2.306
N -2.219 0.445 -2.321
C -2.034 -0.684 -3.191
C -0.959 -1.519 -2.925
C -0.722 -2.605 -3.759
C -1.540 -2.829 -4.856
C -2.603 -1.973 -5.123
C -2.857 -0.895 -4.292
H -3.750 3.666 -4.162
H -4.715 2.938 -6.210
H -6.714 1.953 -7.248
H -8.377 0.735 -5.864
H -8.005 0.549 -3.421
H -6.013 1.549 -2.375
H -0.339 -1.337 -2.054
H 0.104 -3.270 -3.546
H -1.347 -3.671 -5.510
H -3.235 -2.142 -5.986
H -3.672 -0.208 -4.486
O 1.947 0.650 2.129
S 3.204 0.333 2.857
C 4.470 0.097 1.576
C 4.178 -1.034 0.604
C 4.998 -0.929 -0.684
C 4.587 0.182 -1.644
S 2.885 0.132 -2.292
O 1.989 0.379 -1.125
C 2.858 -1.609 -2.704
C 3.469 -2.012 -3.885
C 3.510 -3.363 -4.193
C 2.933 -4.289 -3.331
C 2.301 -3.867 -2.168
C 2.261 -2.516 -1.846
C 3.058 -1.364 3.400
C 2.092 -2.174 2.828
C 2.002 -3.499 3.234
C 2.858 -3.984 4.215
C 3.809 -3.153 4.796
C 3.911 -1.830 4.390
H 5.425 -0.023 2.095
H 4.473 1.072 1.081
H 3.112 -1.035 0.373
H 4.404 -1.988 1.082
H 4.948 -1.882 -1.212
H 6.055 -0.771 -0.437
H 5.234 0.189 -2.525
H 4.640 1.175 -1.190
H 3.898 -1.278 -4.560
H 3.981 -3.693 -5.111
H 2.962 -5.343 -3.578
H 1.814 -4.564 -1.497
H 1.727 -2.182 -0.958
H 1.431 -1.780 2.064
H 1.266 -4.137 2.761
H 2.781 -5.016 4.535
H 4.462 -3.531 5.572
H 4.636 -1.166 4.849
C 1.743 3.565 -1.364
N 0.322 3.436 -1.081
C -0.407 3.368 -2.342
C -0.173 4.570 -0.300
C 0.463 4.670 1.077
N 0.086 3.573 1.958
C -1.254 3.794 2.512
C 1.025 3.462 3.071
H 1.985 4.565 -1.765
H 2.026 2.823 -2.107
H 2.344 3.388 -0.472
H -0.193 4.246 -2.978
H -1.477 3.337 -2.151
H -0.124 2.466 -2.887
H -1.256 4.466 -0.213
H 0.023 5.515 -0.839
H 0.191 5.641 1.526
H 1.550 4.673 0.978
H -1.270 4.709 3.129
H -1.528 2.939 3.130
H -1.992 3.892 1.717
H 1.035 4.384 3.677
H 2.031 3.278 2.692
H 0.733 2.621 3.700
C -1.023 0.453 3.471
C -0.929 -0.059 4.586
C -0.673 -0.712 5.834
C 0.349 -1.669 5.934
C 0.614 -2.309 7.134
C -0.132 -2.016 8.269
C -1.148 -1.072 8.186
C -1.416 -0.429 6.987
H 0.930 -1.899 5.048
H 1.408 -3.045 7.182
H 0.075 -2.518 9.206
H -1.738 -0.835 9.063
H -2.209 0.305 6.922
*
```

These are the Löwdin partial charges, in e, on atoms 1 to 5: number 1, Ba, carries 1.568; number 2, N, carries -0.072; number 3, C, carries -0.179; number 4, C, carries -0.688; number 5, O, carries -0.016

=====

# 3
Below is C45H55AlCl4N2O3Si3Te as an isolated structure, with properties calculated with the ωB97M-V functional and the def2-TZVPD basis.

Calculated values
Strongest force on any atom = 0.13 eV Å⁻¹
Expectation value of S² = 0.761
E_LUMO (spin up / spin down) = 1.946 / 1.766 eV
Calculated total energy = -5303.087057 hartree

Geometry as ORCA input:
```
! RIJCOSX wB97M-V def2-TZVPD def2/J DEFGRID3
* xyz -1 2
Al -0.847 -0.684 0.506
Cl -7.353 0.043 -0.762
C -5.691 -0.436 -0.833
C -5.251 -1.279 -1.841
Cl -6.352 -1.862 -3.042
C -3.903 -1.664 -1.888
Cl -3.304 -2.705 -3.135
C -3.018 -1.211 -0.931
O -1.727 -1.511 -0.879
C -3.460 -0.336 0.093
O -2.522 0.051 0.926
C -4.793 0.039 0.134
Cl -5.304 1.102 1.398
C -0.774 1.755 3.414
Si 0.350 0.551 2.526
C 2.020 0.859 3.330
C 4.453 2.440 0.197
C -0.240 -1.235 2.392
Si -1.599 -1.859 3.499
C -2.814 -0.606 4.191
C -2.696 -3.102 2.603
C -0.874 -2.684 5.044
Si 1.072 -2.489 2.145
C 0.502 -4.288 2.084
C 2.592 -2.478 3.257
C 1.666 -2.286 0.342
C 2.792 -2.884 -0.225
C 3.024 -2.774 -1.583
C 2.121 -2.060 -2.360
C 1.021 -1.498 -1.745
N 0.803 -1.611 -0.431
H -0.393 2.751 3.169
H -0.758 1.643 4.500
H -1.800 1.681 3.057
H 2.122 1.940 3.447
H 2.905 0.501 2.806
H 2.016 0.401 4.325
H 4.949 2.776 1.105
H 3.457 2.870 0.118
H 5.074 2.680 -0.662
H -3.281 -0.017 3.401
H -2.369 0.072 4.918
H -3.600 -1.173 4.702
H -3.176 -2.620 1.745
H -3.492 -3.443 3.272
H -2.167 -3.981 2.237
H -0.333 -1.934 5.631
H -0.175 -3.495 4.828
H -1.669 -3.088 5.677
H 0.066 -4.651 3.016
H 1.373 -4.911 1.855
H -0.228 -4.434 1.285
H 2.292 -2.471 4.308
H 3.228 -1.610 3.087
H 3.190 -3.378 3.089
H 3.480 -3.427 0.413
H 3.902 -3.219 -2.036
H 2.269 -1.935 -3.424
H 0.273 -0.951 -2.306
C 11.005 0.659 3.575
C 9.625 0.758 2.978
C 9.443 1.270 1.695
C 8.178 1.342 1.112
C 7.985 1.900 -0.273
C 7.126 0.887 1.878
Te 4.285 0.316 0.330
N 0.185 0.896 0.799
C 0.573 2.065 0.284
O 1.272 2.895 0.884
C 0.171 2.387 -1.142
C -0.854 1.728 -1.811
C -1.162 2.044 -3.128
C -0.445 3.030 -3.791
C 0.564 3.712 -3.122
C 0.862 3.397 -1.806
C 5.052 -0.197 -1.577
C 6.050 -1.176 -1.668
C 6.612 -1.866 -0.453
C 6.524 -1.544 -2.925
C 6.032 -0.971 -4.089
C 6.578 -1.357 -5.437
C 5.023 -0.025 -3.976
C 4.513 0.367 -2.741
C 3.371 1.342 -2.707
C 7.229 0.368 3.147
C 6.042 -0.130 3.930
C 8.517 0.316 3.690
H 11.696 1.347 3.087
H 11.409 -0.350 3.463
H 10.992 0.890 4.640
H 10.305 1.618 1.133
H 8.931 1.935 -0.814
H 7.584 2.915 -0.227
H 7.279 1.296 -0.845
H -1.452 0.983 -1.305
H -1.968 1.522 -3.628
H -0.681 3.276 -4.818
H 1.117 4.494 -3.629
H 1.635 3.924 -1.262
H 5.828 -2.372 0.117
H 7.079 -1.153 0.229
H 7.352 -2.611 -0.745
H 7.296 -2.304 -2.991
H 7.098 -2.314 -5.394
H 7.288 -0.609 -5.798
H 5.781 -1.435 -6.178
H 4.600 0.411 -4.875
H 2.888 1.412 -3.682
H 3.695 2.346 -2.427
H 2.621 1.039 -1.974
H 5.111 0.124 3.430
H 6.025 0.307 4.930
H 6.078 -1.216 4.044
H 8.650 -0.079 4.693
*
```

These are the Löwdin partial charges, in e, on atoms 1 to 5: number 1, Al, carries -0.044; number 2, Cl, carries 0.633; number 3, C, carries -0.711; number 4, C, carries -0.715; number 5, Cl, carries 0.628

=====

# 4
Below is C45H57N7O2P2Pd as an isolated structure in a non-equilibrium geometry, with properties calculated with the ωB97M-V functional and the def2-TZVPD basis.

Calculated values
Strongest force on any atom = 2.32 eV Å⁻¹
Expectation value of S² = 2.008
E_LUMO (spin up / spin down) = -0.004 / 0.015 eV
Calculated total energy = -3093.226993 hartree

Geometry as ORCA input:
```
! RIJCOSX wB97M-V def2-TZVPD def2/J DEFGRID3
* xyz 0 3
Pd 0.303 -0.520 -0.259
O 0.034 -6.658 -4.281
C -0.620 -6.545 -3.017
C -0.346 -5.261 -2.316
C -1.312 -4.656 -1.507
C -1.061 -3.430 -0.882
N 0.106 -2.790 -1.054
C 0.967 -3.317 -1.915
C 0.771 -4.536 -2.570
C 2.170 -2.474 -2.173
C 3.360 -2.958 -2.681
C 4.449 -2.138 -2.841
C 5.727 -2.621 -3.376
O 5.985 -3.996 -3.130
C 4.259 -0.781 -2.613
C 3.067 -0.336 -2.074
N 2.040 -1.174 -1.855
H -0.174 -5.815 -4.755
H -0.259 -7.416 -2.465
H -1.709 -6.685 -3.113
H -2.237 -5.179 -1.346
H -1.739 -2.990 -0.114
H 1.517 -4.823 -3.265
H 3.426 -4.043 -2.761
H 6.514 -2.028 -2.897
H 5.688 -2.476 -4.472
H 6.865 -4.215 -3.477
H 5.042 -0.048 -2.717
H 2.831 0.671 -1.857
N 0.082 1.181 -1.256
P -0.937 1.991 -2.085
C -0.001 2.630 -3.524
C -0.017 3.929 -3.970
C 0.792 4.298 -5.035
C 1.431 3.335 -5.812
C 1.462 2.032 -5.369
C 0.791 1.711 -4.212
C -1.624 3.487 -1.226
C -2.987 3.688 -1.038
C -3.493 4.838 -0.436
C -2.619 5.808 -0.005
C -1.229 5.642 -0.175
C -0.725 4.462 -0.728
C -2.269 1.122 -2.951
C -3.045 1.755 -3.945
C -3.949 1.042 -4.692
C -4.132 -0.329 -4.549
C -3.315 -0.967 -3.607
C -2.488 -0.246 -2.780
H -0.572 4.663 -3.376
H 0.816 5.287 -5.435
H 1.966 3.685 -6.696
H 2.015 1.301 -5.852
H 0.874 0.722 -3.742
H -3.661 3.002 -1.522
H -4.573 5.008 -0.374
H -2.948 6.721 0.407
H -0.596 6.466 0.202
H 0.296 4.233 -0.810
H -2.901 2.761 -4.172
H -4.520 1.643 -5.372
H -4.885 -0.871 -5.144
H -3.363 -2.048 -3.532
H -1.892 -0.820 -2.049
N -0.274 -1.355 1.485
P -0.065 -0.454 2.728
N 1.264 0.593 2.836
C 2.488 0.617 2.053
C 2.631 1.981 1.262
C 2.332 3.170 2.150
C 2.338 2.679 3.564
C 1.303 1.630 3.930
N -1.350 0.628 3.052
C -2.451 0.659 2.052
C -3.180 1.949 2.132
C -3.695 2.248 3.538
C -2.623 2.048 4.587
C -1.916 0.699 4.412
N 0.058 -1.372 4.118
C -0.968 -2.461 4.207
C -0.371 -3.873 4.203
C 0.503 -4.036 5.466
C 1.098 -2.682 5.798
C 1.367 -1.872 4.590
H 2.388 -0.200 1.298
H 3.405 0.422 2.622
H 1.979 1.885 0.360
H 3.655 2.012 0.858
H 1.339 3.545 1.917
H 3.039 4.006 2.032
H 2.244 3.508 4.243
H 3.345 2.315 3.791
H 0.299 2.063 3.988
H 1.601 1.211 4.893
H -3.158 -0.193 2.216
H -2.062 0.495 1.085
H -4.019 1.868 1.418
H -2.520 2.731 1.780
H -4.544 1.620 3.800
H -4.008 3.304 3.477
H -2.983 2.182 5.609
H -1.789 2.841 4.487
H -2.671 -0.107 4.598
H -1.044 0.637 5.080
H -1.602 -2.424 3.293
H -1.555 -2.324 5.134
H 0.326 -3.934 3.378
H -1.191 -4.631 4.109
H 1.324 -4.700 5.220
H -0.028 -4.447 6.315
H 2.003 -2.802 6.372
H 0.413 -2.136 6.437
H 1.888 -2.430 3.810
H 1.989 -1.031 4.865
*
```

These are the Löwdin partial charges, in e, on atoms 1 to 5: number 1, Pd, carries 0.817; number 2, O, carries -0.069; number 3, C, carries -0.211; number 4, C, carries -0.202; number 5, C, carries -0.001